Record 1
The following is a DFT calculation (the ωB97M-V functional and the def2-TZVPD basis) of a structure of composition C19H21N2O3SSeZr.

ORCA input file:
```
! RIJCOSX wB97M-V def2-TZVPD def2/J DEFGRID3
* xyz 1 1
Zr 0.52 0.33 -0.16
O -0.40 1.61 1.37
C -0.93 0.51 1.72
O -0.15 -0.51 1.68
C -2.39 0.31 1.64
C -3.28 0.33 2.70
C -4.63 0.12 2.45
C -5.06 -0.11 1.15
C -4.17 -0.14 0.09
C -2.82 0.08 0.33
S -1.71 0.04 -1.10
H -2.93 0.51 3.71
H -5.33 0.13 3.27
H -6.11 -0.28 0.96
H -4.52 -0.32 -0.91
Se 2.28 -1.46 -0.80
C 1.70 -3.24 -0.38
C 0.37 -3.56 -0.15
C 0.03 -4.87 0.14
C 1.00 -5.86 0.20
C 2.33 -5.53 -0.03
C 2.68 -4.22 -0.32
H -0.41 -2.80 -0.20
H -1.01 -5.12 0.32
H 0.72 -6.88 0.43
H 3.09 -6.29 0.01
H 3.72 -3.97 -0.50
C 2.10 1.50 -3.77
N 3.13 1.72 -2.76
C 4.54 1.58 -3.15
C 5.44 2.21 -2.11
C 5.08 1.69 -0.73
N 3.65 1.91 -0.49
C 3.19 1.98 0.89
C 2.77 1.82 -1.49
O 1.50 1.84 -1.20
H 1.37 2.31 -3.76
H 1.59 0.54 -3.61
H 2.58 1.47 -4.74
H 4.65 2.07 -4.11
H 4.76 0.52 -3.28
H 5.33 3.29 -2.13
H 6.48 1.97 -2.34
H 5.63 2.22 0.04
H 5.30 0.62 -0.63
H 3.97 2.42 1.50
H 3.00 0.98 1.31
H 2.31 2.62 0.98
*
```

Output
M: 527.6 g/mol
HOMO: -10.9449 eV
HOMO-LUMO gap: 7.162 eV
Energy above the lowest of the compared OMol25 structures with the same formula, charge and spin: 0.6979 eV
E_LUMO: -3.78 eV
DFT total energy: -3918.46659 hartree

natural (NBO) population analysis, charges in e, atoms 1 to 2: atom 1 (Zr): 1.8654, atom 2 (O): -0.6720

=====

Record 2
The following is a DFT calculation (the ωB97M-V functional and the def2-TZVPD basis) of a structure of composition CoHO2S in a non-equilibrium geometry.

ORCA input file:
```
! RIJCOSX wB97M-V def2-TZVPD def2/J DEFGRID3
* xyz 1 4
S -0.87 -1.15 0.87
O 0.28 -0.39 0.33
Co 0.77 1.18 -0.61
O -2.04 -0.34 1.13
H 1.86 0.69 -1.72
*
```

Output
⟨S²⟩: 3.756
M: 124.0 g/mol
HOMO (alpha / beta): -15.2458 / -16.3145 eV
HOMO-LUMO gap (alpha / beta): 8.030 / 9.017 eV
E_LUMO (alpha / beta): -7.22 / -7.30 eV
DFT total energy: -1931.64179 hartree

natural (NBO) population analysis, charges in e, atoms 1 to 2: atom 1 (S): 1.7611, atom 2 (O): -0.9829

=====

Record 3
The following is a DFT calculation (the ωB97M-V functional and the def2-TZVPD basis) of a cluster of 2 separate species, CH5NOS in total in a non-equilibrium geometry.

ORCA input file:
```
! RIJCOSX wB97M-V def2-TZVPD def2/J DEFGRID3
* xyz 0 1
S -2.38 -0.07 -1.65
H -3.37 0.56 -2.37
H -1.41 0.57 -0.69
C 0.98 -0.15 0.13
N 1.81 -0.02 1.32
O 0.35 0.81 -0.37
H 0.59 -1.25 0.07
H 1.19 0.48 2.02
H 2.25 -0.92 1.53
*
```

Output
M: 79.1 g/mol
HOMO: -8.9616 eV
SMILES: NC=O.S
HOMO-LUMO gap: 9.089 eV
Energy above the lowest of the compared OMol25 structures with the same formula, charge and spin: 2.1679 eV
E_LUMO: 0.13 eV
DFT total energy: -569.20848 hartree

natural (NBO) population analysis, charges in e, atoms 1 to 2: atom 1 (S): -0.4763, atom 2 (H): 0.1803

=====

Record 4
The following is a DFT calculation (the ωB97M-V functional and the def2-TZVPD basis) of a cluster of 6 separate species, C41H58BCl2N7O2PS in total in a non-equilibrium geometry.

ORCA input file:
```
! RIJCOSX wB97M-V def2-TZVPD def2/J DEFGRID3
* xyz 1 1
O -4.51 0.33 -0.47
B -3.26 0.12 -1.21
O -2.36 1.26 -1.18
C -2.90 -1.28 -1.97
C -3.60 -2.64 -1.60
Cl -4.90 -2.85 -0.33
C -3.19 -3.95 -2.36
N -2.16 -3.96 -3.38
Cl -1.86 -5.51 -4.09
C -1.44 -2.75 -3.79
P -0.08 -2.91 -5.13
S -0.48 -1.97 -6.78
C -1.80 -1.38 -3.11
C -1.01 -0.06 -3.60
C 0.34 0.17 -2.72
C 1.00 1.62 -3.00
C 1.75 2.03 -1.62
C 0.69 2.41 -0.47
C 1.41 3.01 0.84
C 1.09 2.13 2.16
C 2.30 1.20 2.65
C 2.79 0.11 1.57
C 1.60 -0.90 1.12
C 2.23 -2.26 0.48
C 2.46 -3.37 1.65
N 3.94 -3.43 1.89
C 4.63 -2.87 3.03
C 6.11 -3.19 2.71
C 6.15 -3.98 1.35
C 4.68 -4.13 0.86
H -5.26 -0.09 -0.95
H -2.00 1.39 -0.27
H -3.74 -4.93 -2.10
H 0.17 -4.29 -5.49
H 1.14 -2.46 -4.48
H -0.68 -0.13 -4.69
H -1.72 0.85 -3.54
H 1.07 -0.66 -3.06
H 0.07 -0.01 -1.63
H 1.75 1.48 -3.87
H 0.25 2.41 -3.35
H 2.35 1.08 -1.32
H 2.47 2.90 -1.82
H 0.06 1.51 -0.11
H -0.07 3.14 -0.96
H 2.53 3.05 0.62
H 0.95 4.05 1.02
H 0.88 2.89 3.01
H 0.17 1.47 2.06
H 1.99 0.63 3.59
H 3.22 1.85 2.89
H 3.17 0.69 0.65
H 3.64 -0.50 2.03
H 1.04 -0.36 0.28
H 0.84 -1.10 1.95
H 1.58 -2.69 -0.36
H 3.22 -1.95 0.02
H 2.12 -4.41 1.29
H 1.92 -3.09 2.61
H 4.15 -2.32 3.90
H 7.01 -2.89 3.36
H 7.05 -4.39 0.78
H 4.27 -4.65 -0.07
N -2.91 -0.72 2.69
C -2.18 -1.06 3.80
C -1.93 0.08 4.51
C -2.52 1.16 3.80
C -3.12 0.63 2.69
H -3.23 -1.36 1.99
H -1.92 -2.09 3.99
H -1.38 0.15 5.44
H -2.51 2.20 4.08
H -3.68 1.09 1.89
N -2.36 5.18 4.69
C -1.66 5.60 5.79
C -0.47 6.12 5.36
C -0.45 6.02 3.95
C -1.63 5.44 3.56
H -3.28 4.76 4.71
H -2.07 5.49 6.78
H 0.31 6.53 5.99
H 0.35 6.33 3.28
H -2.02 5.19 2.59
N -1.18 -6.17 -7.97
C -1.03 -7.32 -8.69
C 0.05 -7.16 -9.52
C 0.57 -5.86 -9.29
C -0.21 -5.27 -8.33
H -1.90 -6.00 -7.29
H -1.69 -8.16 -8.55
H 0.43 -7.89 -10.22
H 1.42 -5.41 -9.78
H -0.16 -4.30 -7.87
N -2.67 4.09 -2.84
C -1.95 5.14 -3.35
C -2.82 6.19 -3.53
C -4.10 5.76 -3.10
C -3.98 4.46 -2.68
H -2.29 3.18 -2.61
H -0.90 5.04 -3.55
H -2.56 7.16 -3.93
H -5.01 6.34 -3.11
H -4.70 3.77 -2.27
N 1.43 -0.12 6.34
C 2.15 -0.46 7.45
C 2.41 0.69 8.16
C 1.81 1.76 7.45
C 1.21 1.23 6.34
H 1.11 -0.76 5.64
H 2.42 -1.49 7.64
H 2.96 0.75 9.09
H 1.82 2.80 7.73
H 0.66 1.70 5.54
*
```

Output
M: 825.7 g/mol
HOMO: -9.6427 eV
HOMO-LUMO gap: 3.549 eV
E_LUMO: -6.09 eV
DFT total energy: -3815.04966 hartree

Mulliken population analysis, charges in e, atoms 1 to 2: atom 1 (O): -0.5410, atom 2 (B): 0.7006

=====

Record 5
The following is a DFT calculation (the ωB97M-V functional and the def2-TZVPD basis) of the ion C5H8N3 with charge +1 in a non-equilibrium geometry.

ORCA input file:
```
! RIJCOSX wB97M-V def2-TZVPD def2/J DEFGRID3
* xyz 1 1
C -2.89 -0.68 0.03
C -1.87 -1.26 0.53
C -0.77 0.69 0.01
C 0.47 1.55 0.22
C 0.43 -1.59 -0.43
N -3.08 0.47 -0.47
N -0.66 -0.73 0.04
N -2.01 1.21 -0.04
H -1.67 -2.11 1.13
H 0.53 2.10 -0.74
H 1.34 0.83 0.24
H 0.48 2.32 1.06
H 0.78 -1.55 -1.52
H 1.35 -1.44 0.15
H 0.19 -2.65 -0.37
H -2.06 2.15 0.42
*
```

Output
M: 110.1 g/mol
HOMO (alpha / beta): -13.8045 / -13.8026 eV
SMILES: CC1=[NH+]N=C=CN1C
HOMO-LUMO gap (alpha / beta): 8.649 / 8.649 eV
Energy above the lowest of the compared OMol25 structures with the same formula, charge and spin: 4.8841 eV
E_LUMO (alpha / beta): -5.16 / -5.15 eV
DFT total energy: -359.17531 hartree

natural (NBO) population analysis, charges in e, atoms 1 to 2: atom 1 (C): 0.2792, atom 2 (C): -0.0902

=====

Record 6
The following is a DFT calculation (the ωB97M-V functional and the def2-TZVPD basis) of a structure of composition C15H12Br2N2O2Re in a non-equilibrium geometry.

ORCA input file:
```
! RIJCOSX wB97M-V def2-TZVPD def2/J DEFGRID3
* xyz 2 2
Re 0.14 -0.63 -1.54
O 0.09 -2.41 -1.17
C 0.07 -3.28 -0.22
C 0.07 -4.66 -0.46
C 0.06 -5.56 0.59
C 0.07 -5.10 1.91
C 0.04 -3.75 2.18
C 0.01 -2.79 1.15
C -0.12 -1.42 1.44
N -0.19 -0.43 0.55
N -0.38 0.79 0.98
C -0.40 1.69 0.01
O -0.18 1.23 -1.19
C -0.72 3.08 0.26
C -0.63 3.62 1.56
C -0.99 4.94 1.77
C -1.47 5.71 0.71
C -1.55 5.18 -0.58
C -1.16 3.87 -0.81
H 0.08 -5.01 -1.48
H 0.05 -6.62 0.38
H 0.09 -5.82 2.72
H 0.04 -3.41 3.21
H -0.21 -1.13 2.48
H -0.27 3.01 2.37
H -0.90 5.37 2.75
H -1.80 6.72 0.89
H -1.93 5.78 -1.39
H -1.24 3.44 -1.79
Br 0.89 -0.22 -3.89
C 2.82 -0.49 -3.60
Br 3.12 -0.66 -1.70
H 3.37 0.37 -3.98
H 3.12 -1.41 -4.10
*
```

Output
⟨S²⟩: 0.796
M: 598.3 g/mol
HOMO (alpha / beta): -14.2313 / -14.2122 eV
HOMO-LUMO gap (alpha / beta): 4.383 / 4.591 eV
E_LUMO (alpha / beta): -9.85 / -9.62 eV
DFT total energy: -6064.38966 hartree

natural (NBO) population analysis, charges in e, atoms 1 to 2: atom 1 (Re): 1.4801, atom 2 (O): -0.5756

=====

Record 7
The following is a DFT calculation (the ωB97M-V functional and the def2-TZVPD basis) of a cluster of 4 separate species, C20H39ClNO13PS3 in total in a non-equilibrium geometry.

ORCA input file:
```
! RIJCOSX wB97M-V def2-TZVPD def2/J DEFGRID3
* xyz 0 1
C -2.47 -1.66 1.06
C -3.05 -0.50 0.26
Cl -2.04 -0.15 -1.18
C -4.48 -0.77 -0.15
O -5.06 0.25 -0.96
C -5.59 1.29 -0.26
O -6.65 1.25 0.27
N -4.69 2.37 -0.20
C -4.25 2.88 -1.53
C -2.72 2.98 -1.74
C -1.87 2.94 -0.48
C -0.45 2.51 -0.80
O 0.21 3.00 -1.66
O 0.07 1.54 0.01
P -5.02 3.60 0.93
O -4.08 4.71 0.72
O -4.97 2.84 2.32
O -6.54 4.02 0.89
H -1.53 -1.36 1.52
H -3.16 -1.90 1.88
H -2.30 -2.54 0.44
H -3.02 0.40 0.88
H -4.55 -1.70 -0.71
H -5.08 -0.89 0.76
H -4.62 2.18 -2.27
H -4.74 3.84 -1.73
H -2.41 2.17 -2.40
H -2.51 3.92 -2.26
H -2.27 2.25 0.27
H -1.80 3.92 -0.01
H -0.43 0.72 -0.10
H -4.05 2.58 2.52
H -6.62 4.88 0.44
C 3.40 2.72 -3.02
C 3.59 4.13 -2.46
C 5.01 4.58 -2.82
S 5.44 3.71 -4.34
O 6.53 2.80 -4.05
O 5.54 4.63 -5.44
C 3.93 2.76 -4.45
H 2.36 2.40 -2.98
H 3.99 2.01 -2.43
H 2.85 4.80 -2.92
H 3.43 4.16 -1.39
H 5.09 5.65 -3.02
H 5.73 4.29 -2.07
H 4.16 1.78 -4.87
H 3.25 3.30 -5.12
C -1.38 -6.06 5.60
C 0.03 -6.01 4.98
C -0.13 -5.59 3.52
S -1.62 -4.58 3.45
O -2.61 -5.25 2.64
O -1.28 -3.21 3.17
C -2.06 -4.77 5.18
H -1.34 -6.15 6.68
H -1.93 -6.92 5.21
H 0.64 -5.28 5.51
H 0.54 -6.97 5.05
H 0.70 -4.98 3.15
H -0.29 -6.44 2.86
H -3.15 -4.79 5.26
H -1.66 -3.90 5.71
C 4.92 -0.57 -1.28
C 5.46 -2.01 -1.25
C 4.60 -2.80 -0.26
S 2.98 -2.02 -0.27
O 2.73 -1.45 1.03
O 2.01 -2.90 -0.88
C 3.41 -0.70 -1.41
H 5.34 0.00 -2.10
H 5.17 -0.06 -0.35
H 5.39 -2.45 -2.25
H 6.51 -2.03 -0.96
H 4.48 -3.84 -0.55
H 4.98 -2.74 0.76
H 2.86 0.20 -1.12
H 3.12 -1.02 -2.41
*
```

Output
M: 664.2 g/mol
HOMO: -10.2211 eV
SMILES: C[C@@H](Cl)COC(=O)N(CCCC(=O)O)P(=O)(O)O.O=S1(=O)CCCC1.O=S1(=O)CCCC1.O=S1(=O)CCCC1
HOMO-LUMO gap: 10.526 eV
E_LUMO: 0.30 eV
DFT total energy: -3814.56952 hartree

Mulliken population analysis, charges in e, atoms 1 to 2: atom 1 (C): -1.6331, atom 2 (C): 1.2081

=====

Record 8
The following is a DFT calculation (the ωB97M-V functional and the def2-TZVPD basis) of a cluster of 4 separate species, H8O4 in total in a non-equilibrium geometry.

ORCA input file:
```
! RIJCOSX wB97M-V def2-TZVPD def2/J DEFGRID3
* xyz 0 1
O -0.66 -0.50 0.62
H -0.86 0.31 0.14
H -1.37 -0.76 1.19
H 1.39 -2.70 0.11
O 1.18 -2.19 -0.66
H 0.41 -1.56 -0.46
O -1.73 1.61 -0.55
H -1.78 1.62 -1.58
H -0.79 2.00 -0.42
O 1.43 1.18 0.48
H 2.01 0.43 0.39
H 0.77 0.57 0.73
*
```

Output
M: 72.1 g/mol
HOMO: -10.9850 eV
SMILES: O.O.O.O
HOMO-LUMO gap: 11.432 eV
Energy above the lowest of the compared OMol25 structures with the same formula, charge and spin: 1.2602 eV
E_LUMO: 0.45 eV
DFT total energy: -305.73289 hartree

natural (NBO) population analysis, charges in e, atoms 1 to 2: atom 1 (O): -0.9979, atom 2 (H): 0.5006

=====

Which of these has the highest DFT total energy? H8O4

=====

The highest M belongs to which entry? C41H58BCl2N7O2PS